Formula: C44H24Cl4IrN4
Source: the Open Molecules 2025 dataset
Level of theory: ωB97M-V/def2-TZVPD

The geometry in XYZ format:
```
77
Properties=species:S:1:pos:R:3:forces:R:3:lowdin_spin:R:1
Ir 0.076400 0.154300 0.051700 0.2 0.3 -0.3 0.82
Cl -6.570000 6.515500 1.752000 0.0 0.0 0.0 0.00
C -5.369300 5.371300 1.323600 0.3 -0.3 -0.1 0.00
C -4.327500 5.081600 2.205900 -0.3 0.1 -0.1 0.00
C -3.377900 4.143300 1.866100 0.1 -0.1 -0.2 0.00
C -3.436700 3.464800 0.640100 -0.1 0.0 0.1 0.00
C -4.467800 3.790600 -0.247200 0.1 -0.1 0.0 0.00
C -5.422300 4.727900 0.086600 -0.1 0.2 0.2 0.00
C -2.407100 2.466100 0.320700 0.4 0.6 0.1 -0.01
C -2.771500 1.189100 -0.115100 -0.2 -1.4 -0.4 0.02
C -4.086500 0.740400 -0.464100 0.3 -0.1 0.0 -0.02
C -3.951500 -0.500500 -1.016600 0.1 0.0 -0.1 0.01
C -2.566800 -0.849300 -0.936400 -0.4 0.6 0.1 -0.02
C -2.007100 -2.111100 -1.302300 -0.1 0.4 -0.2 -0.02
C -2.403400 -2.753800 -2.511400 0.0 0.0 0.3 0.00
C -2.072100 -4.090800 -2.841900 0.1 -0.2 -0.2 -0.01
C -2.351500 -4.611600 -4.082200 0.1 -0.2 0.1 0.00
C -2.939000 -3.814000 -5.072900 0.0 0.2 0.1 -0.01
Cl -3.192600 -4.429600 -6.644000 0.0 0.1 0.4 -0.01
C -3.287800 -2.491600 -4.774600 0.0 -0.1 -0.1 0.00
C -3.032800 -1.984800 -3.527300 0.0 0.1 0.0 -0.01
C -0.960000 -2.618100 -0.423300 0.9 -0.1 0.5 0.06
N 0.053800 -1.812900 -0.005100 -0.6 -0.8 -0.3 0.00
C 0.936300 -2.611400 0.708900 0.7 0.2 0.2 0.02
C 2.243300 -2.226600 1.061900 -1.2 -1.0 -0.2 -0.01
C 3.125300 -3.232900 1.696200 0.2 -0.3 0.2 0.00
C 3.026100 -3.462800 3.069100 -0.1 0.2 -0.3 0.00
C 3.842400 -4.386000 3.688800 0.3 -0.3 -0.2 0.00
C 4.767200 -5.107900 2.933500 -0.4 0.4 -0.2 0.00
Cl 5.778700 -6.258800 3.698700 0.1 -0.1 0.1 0.00
C 4.870700 -4.888600 1.558900 0.1 -0.1 0.4 0.00
C 4.060100 -3.951500 0.949200 -0.3 0.3 0.0 0.00
C 2.770200 -0.963900 0.800400 0.1 1.9 -0.4 0.04
C 4.142500 -0.578200 0.910200 0.0 0.3 -0.1 -0.01
C 4.214400 0.743900 0.596800 0.0 -0.3 0.0 0.02
C 2.874200 1.188100 0.328900 0.3 0.0 0.0 0.00
N 2.019200 0.131900 0.435400 0.8 -0.9 0.4 -0.01
C 2.494100 2.528200 0.177700 0.3 -0.4 0.1 -0.03
C 1.144200 2.950900 0.277500 -0.8 0.4 0.0 0.05
C 0.700100 4.293000 0.382800 -0.2 -0.3 0.0 0.01
C -0.668600 4.258000 0.496800 0.3 -0.1 0.0 0.06
C -1.060800 2.900200 0.407500 0.2 0.0 0.0 -0.01
N 0.059200 2.110000 0.267900 0.0 0.7 0.3 -0.01
C 3.551100 3.515000 -0.082500 0.1 0.1 -0.1 0.00
C 4.335600 3.333100 -1.230800 -0.2 -0.1 0.2 0.00
C 5.298300 4.251900 -1.584000 0.1 0.3 0.1 0.00
C 5.517100 5.366500 -0.773000 -0.3 -0.4 0.1 0.00
Cl 6.697900 6.522300 -1.215800 0.1 0.1 0.0 0.00
C 4.775700 5.536400 0.398400 0.2 0.0 -0.2 0.00
C 3.796900 4.624000 0.734200 -0.1 -0.1 -0.1 0.00
C 0.390100 -3.907500 0.826000 -0.5 0.1 -0.3 0.06
C -0.799600 -3.909700 0.116600 0.5 -0.1 0.1 0.02
N -1.875300 0.164700 -0.359700 -1.0 0.3 0.0 0.00
H -4.269400 5.595100 3.150800 0.0 0.0 0.2 0.00
H -2.585800 3.911500 2.561000 0.1 0.0 0.1 0.00
H -4.486200 3.344100 -1.229000 -0.1 -0.1 -0.1 0.00
H -6.207600 4.972300 -0.609700 -0.1 0.1 -0.1 0.00
H -4.997200 1.285600 -0.312600 -0.1 0.0 0.0 0.00
H -4.720000 -1.151100 -1.386400 -0.2 -0.1 0.0 0.00
H -1.592100 -4.728000 -2.118900 0.1 0.0 0.0 0.00
H -2.104100 -5.638400 -4.311500 0.0 0.0 0.0 0.00
H -3.729900 -1.868100 -5.535600 0.0 0.0 -0.1 0.00
H -3.251300 -0.947900 -3.334800 0.0 0.1 -0.1 0.00
H 2.314300 -2.899000 3.652800 -0.1 0.0 0.1 0.00
H 3.769000 -4.543200 4.752600 0.0 -0.1 0.1 0.00
H 5.586300 -5.448500 0.977800 0.1 -0.1 0.0 0.00
H 4.144200 -3.778900 -0.113800 0.0 0.0 -0.1 0.00
H 4.950000 -1.232100 1.169700 0.2 -0.1 0.1 0.00
H 5.083800 1.371800 0.585800 0.1 0.1 0.0 0.00
H 1.320100 5.164100 0.354400 0.1 0.2 0.0 0.00
H -1.329400 5.094700 0.596400 -0.1 0.2 -0.1 0.00
H 4.148900 2.478100 -1.863100 0.0 -0.1 -0.1 0.00
H 5.881500 4.116900 -2.481000 0.0 0.0 -0.1 0.00
H 4.975800 6.384200 1.033400 0.0 0.1 0.1 0.00
H 3.243400 4.748100 1.653300 0.0 0.0 0.1 0.00
H 0.839000 -4.723600 1.356600 0.1 -0.2 0.1 0.00
H -1.482600 -4.729300 0.025500 -0.1 -0.2 -0.1 0.00
```
Forces are in eV/Å.

Results
LUMO (spin up / spin down)	-8.80 / -8.87	eV
relative energy (zero: lowest compared OMol25 entry of this formula, charge and spin)	0.306	eV
net charge	+2
spin multiplicity	2

---

Formula: C44H24CoI4N4
Source: the Open Molecules 2025 dataset
Level of theory: ωB97M-V/def2-TZVPD

The geometry in XYZ format:
```
77
Properties=species:S:1:pos:R:3:forces:R:3:lowdin_spin:R:1
Co -0.834649 -0.058095 0.306106 0.2 0.2 -0.2 0.99
I 7.463381 0.261504 -3.639532 -0.4 0.0 0.2 0.01
C 5.525227 0.522478 -2.843690 0.4 -0.1 -0.2 0.06
C 5.350083 1.258083 -1.679312 0.2 0.0 -0.2 -0.01
C 4.079578 1.458459 -1.193004 -0.7 0.0 -0.1 0.05
C 2.936216 0.970904 -1.869765 1.4 0.0 -0.6 0.00
C 3.166018 0.165445 -3.010261 -0.4 0.3 0.5 0.05
C 4.436305 -0.058539 -3.481214 0.4 0.1 -0.2 -0.01
C 1.621138 1.167511 -1.379551 -1.8 0.6 0.6 0.18
C 0.442834 0.807516 -2.114005 0.5 -0.2 0.6 -0.04
C 0.145998 1.128604 -3.466269 -0.3 -0.2 -0.5 0.00
C -1.174106 0.828019 -3.663308 0.4 0.2 -0.2 -0.05
C -1.650759 0.231339 -2.461638 -0.1 -0.3 0.6 -0.01
C -2.819684 -0.506313 -2.259688 0.5 0.0 0.3 -0.01
C -3.937478 -0.465928 -3.216269 -0.2 0.1 -0.1 0.00
C -5.177645 -0.045304 -2.733804 0.1 -0.1 -0.1 0.00
C -6.279515 0.006586 -3.563626 -0.2 0.0 -0.1 0.00
C -6.143139 -0.376468 -4.886599 -0.5 0.0 -0.3 0.00
I -7.841324 -0.366379 -6.147336 0.4 0.0 0.2 0.00
C -4.922154 -0.786874 -5.390632 -0.1 0.0 -0.1 0.00
C -3.820169 -0.819995 -4.556126 0.0 -0.1 0.2 0.00
C -2.918956 -1.378398 -1.158040 0.6 0.3 0.2 -0.01
N -2.072346 -1.340643 -0.083182 -1.1 -0.9 -0.5 -0.03
C -2.285716 -2.471842 0.640039 0.3 0.1 0.4 0.04
C -1.800878 -2.668025 1.948969 -0.3 0.6 -0.4 -0.12
C -1.795933 -4.023342 2.517888 0.0 -0.2 0.1 -0.01
C -2.586165 -4.423745 3.589481 0.1 0.1 -0.1 -0.01
C -2.450895 -5.693840 4.122293 0.0 -0.1 0.2 0.00
C -1.517502 -6.563822 3.589121 0.1 -0.5 0.2 0.00
I -1.231253 -8.467524 4.472646 -0.1 0.4 -0.2 0.00
C -0.741196 -6.197915 2.503612 0.0 -0.1 0.0 0.00
C -0.894289 -4.934365 1.968433 -0.1 0.1 0.1 -0.01
C -1.403244 -1.549359 2.695959 0.0 0.1 -0.3 0.03
C -1.445579 -1.376226 4.112642 0.2 0.1 0.2 0.00
C -1.249061 -0.048481 4.352529 -0.1 -0.3 0.1 0.03
C -1.000288 0.577190 3.094271 0.1 -0.2 -0.4 -0.01
N -1.097066 -0.357567 2.107550 -0.2 -0.1 1.1 -0.04
C -0.552642 1.894678 2.885469 0.3 -0.2 -0.7 -0.03
C 0.173912 2.223297 1.726464 -0.4 -0.6 0.2 -0.01
C 0.977300 3.359523 1.461315 0.4 0.3 -0.6 -0.05
C 1.704870 3.087520 0.323990 0.1 0.4 0.8 0.00
C 1.293718 1.816138 -0.126902 0.0 -0.9 -0.4 -0.04
N 0.345338 1.319558 0.693508 0.6 0.9 0.3 0.02
C -0.858110 2.872263 3.927195 -0.1 0.3 0.3 0.00
C 0.048245 3.814375 4.410117 0.0 -0.2 0.0 0.00
C -0.318937 4.709673 5.395322 0.0 0.1 0.1 0.00
C -1.591283 4.651225 5.933072 -0.2 0.3 0.4 0.00
I -2.112009 5.949514 7.515460 0.1 -0.2 -0.3 0.00
C -2.515607 3.731818 5.468041 -0.1 0.1 0.2 0.00
C -2.150100 2.858082 4.465490 0.2 0.1 -0.1 0.00
C -3.271083 -3.271274 -0.003216 -0.2 0.0 -0.5 -0.01
C -3.704556 -2.562019 -1.090949 -0.1 -0.4 0.3 0.03
N -0.648797 0.294914 -1.514375 -0.1 0.2 -0.8 0.03
H 6.206083 1.668993 -1.162023 0.0 0.0 0.0 0.00
H 3.944633 1.998899 -0.271128 0.0 0.1 0.1 0.00
H 2.323722 -0.303567 -3.495928 0.0 -0.1 -0.1 0.00
H 4.587427 -0.684590 -4.346547 0.0 0.0 -0.1 0.00
H 0.826852 1.599387 -4.149232 0.1 0.0 -0.2 0.00
H -1.753579 0.997024 -4.548104 -0.1 0.0 -0.2 0.00
H -5.270369 0.253770 -1.700392 0.0 0.0 0.1 0.00
H -7.233152 0.339020 -3.180774 0.0 0.0 0.0 0.00
H -4.826552 -1.085061 -6.423428 0.0 0.0 -0.1 0.00
H -2.872040 -1.163753 -4.940164 0.1 0.0 0.0 0.00
H -3.315674 -3.740949 3.997292 -0.1 0.1 0.1 0.00
H -3.060867 -6.000921 4.957590 -0.1 0.0 0.1 0.00
H -0.014428 -6.878960 2.089480 0.0 -0.1 0.0 0.00
H -0.283500 -4.625374 1.135314 0.1 0.0 -0.1 0.00
H -1.628977 -2.151853 4.830947 0.0 -0.1 0.1 0.00
H -1.246587 0.450868 5.300612 0.0 0.1 0.2 0.00
H 1.000416 4.271279 2.023616 0.0 0.1 0.1 0.00
H 2.394026 3.739166 -0.178587 0.1 0.1 0.0 0.00
H 1.064997 3.825721 4.050838 0.1 0.0 0.0 0.00
H 0.389416 5.440336 5.751394 0.1 0.0 0.1 0.00
H -3.509044 3.691067 5.887922 -0.1 0.0 0.0 0.00
H -2.876924 2.159323 4.080361 0.0 -0.1 0.0 0.00
H -3.608081 -4.229506 0.344487 -0.1 -0.1 0.0 0.00
H -4.452166 -2.834094 -1.811069 -0.2 -0.1 -0.1 0.00
```
Forces are in eV/Å.

Results
LUMO (spin up / spin down)	-1.75 / -1.55	eV
spin multiplicity	2

---

Formula: C44H26MnN8Te
Source: the Open Molecules 2025 dataset
Level of theory: ωB97M-V/def2-TZVPD

The geometry in XYZ format:
```
80
Properties=species:S:1:pos:R:3:forces:R:3:lowdin_spin:R:1
Mn 1.034733 0.059349 0.329430 -0.4 0.2 -0.2 2.29
C 1.855604 4.124689 5.380499 0.0 0.0 0.0 0.02
C 2.332821 4.999436 4.402596 0.0 0.0 0.1 0.02
C 2.341639 4.645244 3.059105 0.0 0.1 -0.1 0.03
C 1.857926 3.391527 2.738585 0.0 0.0 -0.2 0.01
C 1.727426 2.700228 1.466351 -0.1 -0.1 0.0 0.11
N 1.218774 1.436988 1.672315 0.2 0.3 0.2 -0.04
C 0.983381 1.302434 3.022385 -0.1 -0.1 0.0 0.11
N 0.451951 0.261899 3.634501 0.1 0.0 -0.1 -0.03
C 0.221802 -0.879872 3.023427 0.0 0.1 0.0 0.11
C -0.348412 -2.041881 3.688142 0.1 0.1 0.0 0.01
C -0.793917 -2.235617 4.980755 0.0 0.1 0.1 0.03
C -1.267361 -3.501998 5.301409 0.0 -0.1 0.0 0.02
C -1.280336 -4.533409 4.359870 0.0 0.0 0.0 0.02
C -0.812585 -4.335080 3.064288 0.0 -0.2 0.0 0.03
C -0.353245 -3.070294 2.751992 0.1 0.0 -0.2 0.01
C 0.221609 -2.523784 1.529220 0.0 -0.1 0.0 0.10
N 0.460251 -3.250122 0.455127 0.0 0.1 0.0 -0.03
C 0.983609 -2.742629 -0.644352 0.0 0.0 0.1 0.10
N 1.225635 -1.420748 -0.915207 0.1 -0.1 -0.1 -0.03
C 1.683092 -1.341060 -2.211398 0.0 0.1 0.0 0.09
N 1.952552 -0.244565 -2.884797 0.0 0.0 0.1 -0.03
C 1.999060 0.946779 -2.316767 0.1 -0.1 0.1 0.09
N 1.943047 1.218303 -0.972501 -0.3 0.1 -0.1 -0.03
C 2.038827 2.592224 -0.824026 0.1 -0.2 0.1 0.10
N 2.010143 3.258234 0.303768 0.0 0.0 0.0 -0.02
C 2.182015 3.217386 -2.128067 0.0 0.0 0.1 0.01
C 2.300884 4.541748 -2.507873 0.0 0.1 0.1 0.03
C 2.386442 4.802189 -3.869871 0.0 0.0 0.0 0.02
C 2.354608 3.769542 -4.810308 0.0 0.0 0.0 0.02
C 2.235041 2.440042 -4.420486 0.0 0.0 -0.1 0.02
C 2.149497 2.189409 -3.064112 0.0 -0.2 0.0 0.01
C 1.778753 -2.678630 -2.782642 0.0 0.2 0.0 0.01
C 2.188354 -3.121496 -4.023874 0.0 0.1 -0.1 0.02
C 2.151066 -4.493625 -4.246206 0.0 -0.1 0.0 0.02
C 1.718125 -5.376716 -3.256445 0.0 0.0 0.0 0.02
C 1.301127 -4.919521 -2.009544 0.0 -0.1 0.0 0.03
C 1.340801 -3.556446 -1.799220 -0.1 0.0 0.1 0.01
N 0.518910 -1.194835 1.715555 0.0 0.0 0.0 -0.03
C 1.386569 2.517457 3.712380 -0.1 -0.1 0.0 0.01
C 1.372146 2.861903 5.049438 0.0 0.0 0.2 0.03
H 1.864308 4.433423 6.417690 0.0 0.0 0.0 0.00
H 2.702280 5.971829 4.699115 0.0 0.0 0.0 0.00
H 2.712492 5.318456 2.296592 0.0 0.0 0.0 0.00
H -0.766270 -1.438353 5.712086 0.0 0.0 0.0 0.00
H -1.628820 -3.697424 6.303121 0.0 0.0 0.0 0.00
H -1.653309 -5.507579 4.647805 0.0 0.0 0.0 0.00
H -0.802309 -5.134563 2.333186 0.0 0.1 0.1 0.00
H 2.328382 5.338764 -1.775560 0.0 0.0 0.0 0.00
H 2.482556 5.825299 -4.210345 0.0 0.0 0.0 0.00
H 2.429411 4.010022 -5.862470 0.0 0.0 0.0 0.00
H 2.212160 1.634832 -5.143978 0.0 0.0 0.0 0.00
H 2.523755 -2.428241 -4.784584 0.0 0.0 0.0 0.00
H 2.464965 -4.886923 -5.204560 0.0 0.0 0.0 0.00
H 1.709966 -6.439148 -3.461497 0.0 0.0 0.0 0.00
H 0.965291 -5.600141 -1.237624 0.0 0.0 0.0 0.00
H 1.005523 2.178583 5.805563 0.0 0.0 -0.1 0.00
Te -1.204397 1.326460 -0.673770 0.2 -0.3 -0.2 -0.22
C -2.995848 1.299264 0.418551 0.2 -0.1 0.1 -0.02
C -3.356700 0.267979 1.276316 0.0 0.0 0.0 0.00
C -4.617543 0.295682 1.852465 0.0 0.0 0.0 0.00
C -5.491007 1.339938 1.570737 0.0 0.0 0.0 0.00
C -5.110810 2.369087 0.721273 0.0 0.0 0.0 0.00
C -3.848224 2.361355 0.140200 -0.1 -0.1 0.1 -0.01
C -1.689708 -0.220151 -2.019216 0.2 0.0 -0.1 -0.01
C -1.748436 -1.537997 -1.577111 -0.2 0.0 -0.1 0.00
C -1.981745 -2.549422 -2.495950 0.0 0.0 0.0 0.00
C -2.152428 -2.240813 -3.842393 0.0 0.0 0.0 0.00
C -2.100419 -0.923291 -4.272162 0.0 0.0 0.0 0.00
C -1.858432 0.099625 -3.360701 0.0 0.0 0.0 -0.01
H -2.671907 -0.542329 1.496874 0.0 0.0 0.0 0.00
H -4.919881 -0.499937 2.521888 0.0 0.0 0.0 0.00
H -6.475065 1.354542 2.023391 0.1 0.0 0.0 0.00
H -5.791840 3.182954 0.508896 0.0 0.0 0.0 0.00
H -3.544772 3.167825 -0.514436 0.0 0.0 0.0 0.00
H -1.622873 -1.776948 -0.528385 0.0 0.0 0.0 0.00
H -2.031261 -3.577792 -2.160430 0.0 0.0 0.0 0.00
H -2.330682 -3.033969 -4.558056 0.0 0.0 0.0 0.00
H -2.247098 -0.684342 -5.318253 0.0 0.0 0.0 0.00
H -1.811664 1.128760 -3.697708 0.0 0.0 0.0 0.00
```
Forces are in eV/Å.

Results
LUMO (spin up / spin down)	-7.82 / -7.89	eV
net charge	+2
spin multiplicity	4